This record from the Open Molecules 2025 dataset describes a molecular structure, C16H13Br2N4O4OsP at a distorted geometry. The level of theory is ωB97M-V with the def2-TZVPD basis set.

Values from the calculation:
HOMO level (spin up / spin down) in Eh: -0.519 / -0.520
Net charge: +2
Energy in eV: -182774.7127

Element x y z (Å)
Os -0.079 1.322 0.491
Br -4.839 -0.985 0.548
Br -4.392 0.093 -5.001
P 1.669 -0.249 0.422
O 2.822 0.211 1.394
O 1.127 -1.666 0.911
O -2.138 0.456 0.544
O 2.436 -0.646 -0.894
N -0.651 1.362 -1.451
N 0.326 1.424 2.308
N 3.437 0.774 5.291
N -0.724 0.211 6.474
C -0.058 -1.975 1.654
C 2.191 -1.784 -1.730
C -3.671 0.207 -3.263
C 0.598 1.248 3.439
C -2.415 0.866 -3.057
C 4.005 -0.612 1.571
C 2.326 0.893 5.045
C -2.618 0.332 -0.622
C -0.497 2.160 -3.704
C -1.875 0.846 -1.752
C 0.024 0.564 5.684
C 0.960 0.956 4.708
C -3.874 -0.282 -0.900
C -4.355 -0.363 -2.202
C -1.688 1.555 -4.045
C 0.005 2.010 -2.409
H 1.520 -2.485 -1.241
H -2.077 1.609 -5.052
H 3.155 -2.266 -1.891
H 4.482 -0.800 0.609
H 3.736 -1.560 2.036
H 4.668 -0.045 2.221
H -0.569 -1.074 2.013
H 0.233 -2.607 2.494
H 1.781 -1.443 -2.679
H -0.726 -2.537 0.999
H -5.288 -0.874 -2.387
H 0.059 2.735 -4.431
H 0.974 2.419 -2.145

=====

This record from the Open Molecules 2025 dataset describes a molecular structure, C16H13Br4N8O9V. The level of theory is ωB97M-V with the def2-TZVPD basis set.

Values from the calculation:
Spin multiplicity: 3
HOMO level (spin up / spin down) in Eh: -0.292 / -0.316
<S²>: 2.159
Energy in eV: -353002.6668

Element x y z (Å)
Br 1.697 -5.972 -0.422
Br -0.287 -1.186 3.618
Br 1.135 -6.664 2.778
Br 0.072 -4.281 4.774
V -0.707 0.148 -0.045
O -2.353 3.232 4.923
O 0.548 -1.074 0.722
O -6.697 1.415 4.102
O 1.082 -3.085 -0.972
O -1.086 1.446 1.443
O -2.328 -1.152 -0.177
O -2.267 0.918 -1.041
O -1.102 3.587 3.209
O -7.031 0.123 2.416
N 0.426 1.588 -2.762
N -2.569 0.117 -0.012
N 0.699 1.679 -0.463
N -2.012 3.020 3.777
N -0.045 -0.520 -1.919
N -6.326 0.829 3.107
N 0.671 3.639 -1.747
N 0.954 -0.305 -4.013
C -4.516 0.415 1.496
C 0.817 -1.737 -4.249
C -4.141 1.891 3.390
C 0.958 -3.336 0.232
C -4.955 1.052 2.657
C 1.142 -4.661 0.789
C 1.498 0.549 -5.056
C 0.436 0.193 -2.866
C 0.586 2.290 -1.590
C 0.450 -3.888 2.982
C -2.838 2.117 2.983
C 0.293 -2.595 2.519
C 0.896 -4.922 2.109
C 0.581 -2.272 1.182
C -2.308 1.462 1.851
C -3.231 0.674 1.118
H 1.288 -2.312 -3.450
H 0.718 1.064 -5.629
H 0.414 4.060 -2.622
H -0.235 -2.025 -4.320
H -5.163 -0.242 0.933
H 0.508 4.204 -0.930
H 0.825 2.308 0.323
H -4.511 2.366 4.287
H 2.188 1.283 -4.641
H 1.313 -1.988 -5.181
H 2.058 -0.068 -5.752
H 0.153 -1.518 -1.963
H 0.302 2.112 -3.610

=====

This record from the Open Molecules 2025 dataset describes a molecular structure, C16H13Cl2IrN4O9S at a distorted geometry. The level of theory is ωB97M-V with the def2-TZVPD basis set.

Values from the calculation:
HOMO level in Eh: -0.324
Energy in eV: -79904.7809

Element x y z (Å)
Ir 0.459 0.273 -2.652
Cl -0.608 3.738 -0.399
Cl 1.694 2.384 -1.734
S 2.574 -0.890 -2.256
O -3.148 2.158 -3.030
O -2.096 -2.940 1.698
O -6.469 -1.508 0.641
O -0.625 -1.384 1.702
O 1.237 -0.017 -4.682
O -0.515 -0.319 -0.879
O -1.043 1.628 -2.580
O -0.262 -1.324 -3.806
O -6.790 -0.114 -0.970
N 3.062 -0.151 0.221
N -1.645 -1.901 1.264
N -6.073 -0.758 -0.232
N 1.807 -2.097 -0.052
C -4.114 0.270 -1.325
C -2.419 -1.174 0.273
C -2.326 1.465 -2.473
C 3.638 1.584 3.401
C 2.978 -0.659 3.917
C 3.134 0.034 1.628
C -4.628 -0.622 -0.403
C 2.868 -0.956 2.566
C 3.528 1.301 2.052
C -2.754 0.419 -1.487
C -1.814 -0.327 -0.721
C -3.783 -1.342 0.401
C 3.355 0.604 4.342
C 2.440 -1.056 -0.534
C 0.461 -0.995 -4.798
C 1.019 3.125 -0.235
H 2.619 -1.963 2.274
H 2.765 -1.433 4.643
H 3.949 2.570 3.718
H 3.760 2.062 1.314
H 1.346 -2.076 0.851
H -4.774 0.875 -1.931
H 3.438 0.821 5.398
H -4.175 -2.008 1.155
H 1.316 -2.643 -0.744
H 0.397 -1.556 -5.733
H 1.681 3.955 -0.017
H 1.047 2.365 0.538
H 3.486 0.585 -0.324

=====

This record from the Open Molecules 2025 dataset describes C16H13ClN2O3 in the gas phase at a distorted geometry. The level of theory is ωB97M-V with the def2-TZVPD basis set.

Values from the calculation:
HOMO level in Eh: -0.318
SMILES string: COC(=O)c1ccc(/C=N/NC(=O)c2ccccc2Cl)cc1
Energy in eV: -38447.9352

Element x y z (Å)
Cl -4.617 -0.200 0.748
O 5.292 -1.988 -2.451
O 5.259 -3.751 -1.068
O -1.902 2.708 -0.623
N -1.804 0.859 0.696
N -0.655 0.414 0.181
C -4.706 1.474 1.206
C -0.141 -0.662 0.621
C -2.390 2.008 0.229
C 4.754 -2.731 -1.472
C 1.101 -1.171 0.082
C -3.847 3.705 1.253
C 6.507 -2.474 -2.998
C -5.868 1.910 1.824
C 1.768 -0.487 -0.940
C -4.997 4.144 1.878
C -6.008 3.242 2.169
C 1.646 -2.357 0.579
C 2.828 -2.847 0.066
C -3.671 2.362 0.923
C 3.489 -2.162 -0.953
C 2.949 -0.976 -1.453
H 7.275 -2.537 -2.224
H -2.266 0.319 1.432
H -3.054 4.393 1.001
H -0.618 -1.246 1.421
H 1.137 -2.891 1.368
H -6.659 1.204 2.027
H 1.332 0.427 -1.311
H 6.360 -3.469 -3.426
H -5.109 5.186 2.133
H 6.799 -1.766 -3.770
H -6.913 3.574 2.654
H 3.464 -0.451 -2.241
H 3.263 -3.762 0.438

=====

This record from the Open Molecules 2025 dataset describes a molecular structure, C16H13Co2N2O6 at a distorted geometry. The level of theory is ωB97M-V with the def2-TZVPD basis set.

Values from the calculation:
HOMO level in Eh: -0.137
Net charge: -1
Energy in eV: -107316.9735

Element x y z (Å)
Co 1.851 -1.258 0.083
Co -1.006 1.374 0.108
O -3.684 1.329 -0.966
O 4.655 -0.682 -0.395
O 1.961 -3.990 -0.870
O 0.896 -1.411 2.837
O -0.617 4.250 -0.272
O -1.555 0.738 2.900
N 2.555 2.253 0.619
N 1.453 2.477 1.488
C 1.884 -2.897 -0.488
C -0.738 3.101 -0.150
C 1.765 2.242 2.890
C -1.275 0.964 1.798
C -3.033 -2.165 -2.597
C 3.547 -0.913 -0.130
C 1.322 -1.340 1.754
C -1.923 -1.350 -2.417
C 0.916 0.125 -0.945
C -2.820 -2.968 -0.311
C -1.697 -2.161 -0.127
C -1.309 -1.263 -1.142
C 1.682 1.223 -1.431
C -3.512 -2.936 -1.527
C -2.615 1.365 -0.520
C -0.378 -0.191 -0.844
H 2.130 2.060 -0.349
H -1.523 -0.728 -3.222
H 1.106 1.966 -2.006
H 2.641 0.941 -1.884
H -3.540 -2.173 -3.565
H -1.129 -2.177 0.810
H 2.959 1.359 0.921
H 1.687 1.166 3.087
H 1.005 2.752 3.490
H 2.763 2.608 3.170
H 1.157 3.443 1.344
H -3.158 -3.606 0.509
H -4.420 -3.528 -1.650

=====

This record from the Open Molecules 2025 dataset describes a molecular structure, C16H13IN3O2PbS3 at a distorted geometry. The level of theory is ωB97M-V with the def2-TZVPD basis set.

Values from the calculation:
HOMO level in Eh: -0.156
Net charge: -1
Energy in eV: -71223.6152

Element x y z (Å)
Pb -2.309 1.065 -0.507
I -0.401 3.612 -2.460
S -2.158 0.390 2.008
S -4.040 -1.545 3.196
S -4.815 -0.089 0.731
O -1.585 -1.001 -1.271
O 3.759 -1.682 -1.041
N -5.524 2.946 0.594
N 0.454 1.032 -0.501
N -0.154 -4.108 -0.335
C -3.695 -0.449 2.013
C -0.673 -1.788 -0.838
C 2.657 4.518 0.424
C 0.976 3.413 -0.910
C 0.657 -1.420 -0.547
C 2.161 2.201 0.776
C 1.702 4.551 -0.577
C 1.134 -3.743 -0.136
C 1.581 -2.454 -0.215
C 3.032 -2.191 0.082
C -4.523 2.283 0.440
C 2.885 3.331 1.104
C -2.460 -3.556 -0.827
C -1.021 -3.186 -0.655
C 1.141 -0.058 -0.535
C 1.201 2.205 -0.245
H 3.612 3.286 1.904
H 3.487 -3.120 0.436
H 2.299 1.290 1.343
H -2.572 -4.634 -0.732
H -6.383 2.497 0.903
H 1.819 -4.543 0.127
H -3.069 -3.053 -0.071
H 3.553 -2.251 -1.790
H 1.511 5.472 -1.112
H 3.161 -1.447 0.870
H 2.229 0.026 -0.527
H 3.205 5.416 0.677
H -2.834 -3.216 -1.794

=====

Across the entries above, relative energy (zero: lowest compared OMol25 entry of this formula, charge and spin) takes the values 183.8; 174.0; 153.3; 87.4; 128.5; 77.2 kJ/mol, respectively.